The following is a DFT calculation (the ωB97M-V functional and the def2-TZVPD basis) of a molecular structure, C15H11Cl2CrNO3SYb in a non-equilibrium geometry.

```
35
C15H11Cl2CrNO3SYb the ωB97M-V functional and the def2-TZVPD basis
Yb -0.256 -0.224 -8.860
Cr -0.287 -1.217 -1.243
Cl -0.906 1.817 -8.137
Cl 1.744 -2.377 -1.481
C -0.967 -2.447 -0.054
C -0.759 0.206 -10.858
C 0.234 -2.102 -9.663
O -1.390 -3.269 0.722
O -1.047 0.491 -11.850
O 0.492 -3.087 -10.002
N -0.193 0.537 -0.376
S 1.037 0.877 0.659
C 0.141 1.932 1.845
C -1.210 2.270 1.742
C -1.823 3.040 2.740
C -1.090 3.474 3.840
C 0.259 3.143 3.948
C 0.874 2.377 2.959
C 0.887 -0.627 1.688
C 1.987 -1.491 1.742
C 1.943 -2.636 2.533
C 0.812 -2.926 3.289
C -0.281 -2.068 3.247
C -0.246 -0.927 2.451
H -0.602 1.332 -0.863
H -1.828 1.938 0.910
H -2.881 3.293 2.659
H -1.569 4.067 4.617
H 0.834 3.477 4.812
H 1.924 2.114 3.063
H 2.883 -1.275 1.160
H 2.804 -3.310 2.566
H 0.781 -3.824 3.910
H -1.173 -2.297 3.843
H -1.129 -0.283 2.441
```

**Orbital gap (spin up / spin down)**: 2.40 / 2.14 eV
**2S+1**: 5
**Charge**: +4
**Expectation value of S²**: 6.174

Atomic partial charges in e from the Löwdin method, atoms 1 to 6:
1 Yb 0.81
2 Cr 0.84
3 Cl -0.05
4 Cl 0.27
5 C -0.04
6 C -0.18

---

The following is a DFT calculation (the ωB97M-V functional and the def2-TZVPD basis) of a molecular structure, C29H48Cl2CuN3O4SSi in a non-equilibrium geometry.

```
89
C29H48Cl2CuN3O4SSi the ωB97M-V functional and the def2-TZVPD basis
C -7.217 -2.541 2.806
C -8.438 -2.003 2.123
H -7.306 -2.432 3.891
H -6.309 -2.020 2.467
H -7.086 -3.613 2.591
C -9.607 -1.790 2.741
C -9.902 -2.205 4.143
H -10.419 -1.293 2.206
H -9.075 -1.995 4.832
H -10.122 -3.279 4.219
H -10.788 -1.671 4.502
Cu -0.283 0.283 0.139
Cl -1.942 -0.853 1.018
C -1.791 -0.295 -2.163
O -1.246 0.641 -1.503
N -2.677 -0.017 -3.103
C -3.018 1.375 -3.364
C -3.361 -1.046 -3.883
H -1.551 -1.353 -1.981
H -2.273 2.013 -2.878
H -4.016 1.609 -2.961
H -3.038 1.546 -4.444
H -2.910 -2.018 -3.660
H -3.254 -0.824 -4.952
H -4.430 -1.081 -3.636
H 2.966 2.993 -3.040
H 4.872 1.105 -2.652
C 2.964 3.016 -1.942
C 4.631 1.207 -1.586
N 3.263 1.696 -1.410
H 1.982 3.330 -1.581
C 2.275 0.954 -0.930
O 1.104 1.394 -0.791
H 4.739 0.233 -1.100
H 2.514 -0.085 -0.664
H 3.742 3.718 -1.629
H 5.333 1.925 -1.148
H -1.130 0.387 4.461
H -3.045 0.817 2.845
C -0.750 1.410 4.318
C -2.767 1.873 2.975
N -1.334 1.988 3.120
H 0.340 1.378 4.216
C -0.557 2.431 2.104
O -0.923 2.567 0.925
H -3.086 2.444 2.096
H 0.492 2.634 2.416
H -1.028 2.019 5.192
H -3.251 2.261 3.883
O -7.612 -0.350 0.654
C -8.235 -1.628 0.665
C -10.322 -0.509 -0.293
C -9.509 -1.638 -0.178
H -10.017 0.423 0.185
C -11.524 -0.602 -1.002
H -7.552 -2.386 0.252
C -9.869 -2.837 -0.803
H -12.149 0.285 -1.102
C -11.929 -1.818 -1.557
C -11.092 -2.937 -1.460
H -9.189 -3.686 -0.724
H -12.891 -1.894 -2.073
H -11.393 -3.889 -1.890
Si -6.550 0.421 -0.352
Cl 1.112 -0.126 1.815
C -7.008 2.228 -0.226
C -6.795 -0.172 -2.100
C -4.835 0.146 0.300
H -8.089 2.376 -0.346
H -6.495 2.812 -1.000
H -6.720 2.629 0.754
H -4.784 0.416 1.362
H -4.098 0.758 -0.239
H -4.512 -0.898 0.216
H -7.857 -0.125 -2.388
H -6.457 -1.209 -2.237
H -6.227 0.469 -2.794
S 1.383 -2.229 -1.446
C 2.550 -3.113 -0.662
C 2.760 -4.485 -1.014
C 3.854 -5.163 -0.501
C 4.752 -4.508 0.355
C 4.487 -3.201 0.793
C 3.361 -2.528 0.353
H 2.060 -4.963 -1.697
H 4.015 -6.212 -0.771
H 5.651 -5.022 0.698
H 5.159 -2.707 1.499
H 3.080 -1.565 0.777
```

**Orbital gap (spin up / spin down)**: 5.13 / 5.12 eV
**2S+1**: 2
**Charge**: -1
**Expectation value of S²**: 0.753

Atomic partial charges in e from the Löwdin method, atoms 1 to 6:
1 C -0.03
2 C -0.23
3 H 0.07
4 H 0.09
5 H 0.09
6 C -0.10

---

The following is a DFT calculation (the ωB97M-V functional and the def2-TZVPD basis) of a molecular structure, C50H52Cl2FeGe2OS4 in a non-equilibrium geometry.

```
112
C50H52Cl2FeGe2OS4 the ωB97M-V functional and the def2-TZVPD basis
Fe -0.678 -0.036 0.545
C 2.647 0.507 7.427
C 1.424 -0.286 7.052
C 1.538 -1.438 6.293
C 0.425 -2.161 5.901
C 0.589 -3.434 5.112
C -0.849 -1.703 6.263
C -0.990 -0.578 7.084
C -2.332 -0.125 7.599
C 0.157 0.120 7.459
C -2.028 -2.488 5.792
C -2.513 -3.501 6.615
C -3.587 -4.280 6.222
C -4.173 -4.069 4.989
C -3.704 -3.075 4.134
C -2.639 -2.260 4.544
Ge -1.906 -0.876 3.329
S -0.142 -1.539 2.190
S -1.585 1.204 4.150
Ge -2.520 1.898 2.210
S -0.977 2.230 0.672
S -3.391 -0.147 1.753
C -3.818 3.388 2.308
C -4.745 3.497 1.262
C -5.663 4.539 1.250
C -5.681 5.484 2.253
C -4.758 5.400 3.277
C -3.811 4.375 3.323
C -2.850 4.492 4.459
C -3.242 4.095 5.739
C -4.574 3.429 5.975
C -2.390 4.331 6.810
C -1.152 4.932 6.635
C -0.241 5.195 7.804
C -0.776 5.310 5.353
C -1.610 5.116 4.260
C -1.179 5.594 2.896
C -4.820 2.542 0.113
C -4.127 2.811 -1.068
C -3.197 3.991 -1.196
C -4.375 2.019 -2.190
C -5.304 0.993 -2.170
C -5.605 0.187 -3.407
C -5.974 0.732 -0.977
C -5.754 1.494 0.159
C -6.562 1.252 1.407
C -4.339 -2.965 2.785
C -5.543 -2.278 2.624
C -6.209 -1.562 3.772
C -6.143 -2.250 1.368
C -5.568 -2.871 0.272
C -6.209 -2.806 -1.089
C -4.370 -3.556 0.454
C -3.751 -3.627 1.694
C -2.478 -4.419 1.856
H 3.560 -0.014 7.139
H 2.681 0.694 8.501
H 2.639 1.470 6.924
H 2.523 -1.788 6.000
H 1.642 -3.700 5.025
H 0.184 -3.329 4.107
H 0.060 -4.261 5.590
H -3.156 -0.564 7.040
H -2.410 0.959 7.532
H -2.447 -0.413 8.648
H 0.053 1.010 8.071
H -2.033 -3.667 7.573
H -3.960 -5.060 6.875
H -5.001 -4.688 4.661
H -6.371 4.598 0.430
H -6.401 6.293 2.230
H -4.743 6.153 4.058
H -4.891 2.849 5.109
H -5.348 4.174 6.173
H -4.523 2.763 6.835
H -2.702 4.039 7.808
H -0.654 4.787 8.726
H -0.091 6.267 7.945
H 0.736 4.752 7.639
H 0.184 5.795 5.203
H -0.429 6.380 2.988
H -2.022 5.983 2.325
H -0.738 4.782 2.314
H -2.847 4.344 -0.229
H -3.711 4.819 -1.692
H -2.325 3.727 -1.795
H -3.850 2.246 -3.113
H -5.107 0.609 -4.281
H -6.678 0.159 -3.603
H -5.267 -0.844 -3.293
H -6.708 -0.068 -0.943
H -7.163 0.348 1.306
H -7.231 2.093 1.603
H -5.914 1.142 2.280
H -5.532 -1.421 4.612
H -7.072 -2.131 4.128
H -6.567 -0.583 3.451
H -7.086 -1.724 1.248
H -7.209 -2.377 -1.035
H -6.285 -3.799 -1.536
H -5.609 -2.189 -1.762
H -3.917 -4.064 -0.392
H -2.298 -5.036 0.976
H -2.526 -5.067 2.733
H -1.619 -3.761 1.987
Cl 1.482 0.043 -0.454
C 2.739 0.640 0.667
Cl 4.343 0.258 0.060
H 2.581 0.144 1.617
H 2.624 1.713 0.739
O -2.582 -1.031 -1.682
C -1.768 -0.764 -0.955
```

**Orbital gap (spin up / spin down)**: 8.46 / 7.53 eV
**2S+1**: 5
**Expectation value of S²**: 6.034

Atomic partial charges in e from the Löwdin method, atoms 1 to 6:
1 Fe -0.21
2 C -0.05
3 C -0.26
4 C -0.01
5 C -0.21
6 C -0.04

---

The following is a DFT calculation (the ωB97M-V functional and the def2-TZVPD basis) of a molecular structure, C5H14BClLaMnN in a non-equilibrium geometry.

```
24
C5H14BClLaMnN the ωB97M-V functional and the def2-TZVPD basis
Mn -0.003 -0.081 0.067
Cl -0.001 1.651 -1.463
C -1.755 -0.946 0.253
H -1.617 -1.737 1.000
H -2.065 -1.343 -0.708
H -2.465 -0.200 0.618
La 0.672 0.162 -4.678
C -1.499 0.718 -4.640
C 2.437 1.317 -3.924
C 1.127 -1.767 -5.557
H 2.836 0.638 -3.184
H 3.048 1.428 -4.808
H 1.984 2.217 -3.532
H -1.914 -0.083 -4.042
H -1.487 1.691 -4.170
H -1.775 0.688 -5.684
H 0.280 -2.335 -5.920
H 2.173 -2.042 -5.573
B 0.000 0.000 4.782
C 0.000 0.001 3.256
N 0.024 0.023 2.095
H -0.991 0.572 5.253
H 0.991 0.572 5.253
H 0.000 -1.144 5.253
```

**Orbital gap (spin up / spin down)**: 5.53 / 4.13 eV
**2S+1**: 5
**Charge**: -1
**Expectation value of S²**: 6.171

Atomic partial charges in e from the Löwdin method, atoms 1 to 6:
1 Mn 0.32
2 Cl -0.10
3 C -0.26
4 H -0.01
5 H -0.03
6 H 0.00

---

The following is a DFT calculation (the ωB97M-V functional and the def2-TZVPD basis) of a single C8H21NSi molecule in a non-equilibrium geometry.

```
31
C8H21NSi the ωB97M-V functional and the def2-TZVPD basis
C -1.858 -2.147 -2.314
C -1.603 -0.963 -1.391
Si 0.113 -0.738 -0.671
C 1.438 -1.962 -1.307
C 0.677 0.951 -1.367
C 2.034 1.264 -0.811
C 0.124 -0.606 1.224
C -0.632 0.702 1.549
C -0.304 1.288 2.973
N -0.770 2.605 3.253
H -2.859 -2.027 -2.833
H -1.881 -3.152 -1.799
H -1.021 -2.191 -3.047
H -1.721 -0.093 -1.977
H -2.260 -0.820 -0.512
H 0.829 -2.840 -1.197
H 2.297 -2.052 -0.624
H 1.792 -1.903 -2.315
H 0.719 0.741 -2.458
H 0.012 1.831 -1.261
H 2.661 0.343 -0.793
H 2.628 2.102 -1.372
H 1.936 1.668 0.248
H 1.196 -0.599 1.556
H -0.428 -1.444 1.661
H -0.490 1.441 0.699
H -1.739 0.618 1.460
H 0.759 1.150 3.194
H -0.781 0.676 3.825
H -0.637 3.192 2.390
H -0.234 2.963 4.016
```

**Orbital gap**: 9.96 eV
**2S+1**: 1

Atomic partial charges in e from the Löwdin method, atoms 1 to 6:
1 C -0.17
2 C -0.32
3 Si 0.59
4 C -0.17
5 C -0.36
6 C -0.20

---

Number 1: molar mass 581.27 u. Number 2: molar mass 697.32 u. Number 3: molar mass 1069.20 u. Number 4: molar mass 328.28 u. Number 5: molar mass 159.35 u.